[1]
Entry from the Open Molecules 2025 dataset: a structure of composition C19H28CoN3PSSbSe4 (ωB97M-V with the def2-TZVPD basis set).

The spin multiplicity is 4. The value obtained for the LUMO energy (spin up / spin down) is 1.99 / 1.24 eV. Its charge is -1. As for the expectation value of S²: 3.784.

Positions of all 58 atoms, in Å:
1 Co 0.331 0.460 -1.549
2 N -1.494 -3.122 -0.943
3 C -0.265 -3.682 -0.669
4 C 0.127 -4.927 -0.193
5 C 1.482 -5.122 0.003
6 C 2.420 -4.119 -0.277
7 C 2.032 -2.882 -0.749
8 C 0.671 -2.665 -0.925
9 N 0.008 -1.533 -1.337
10 C -1.267 -1.837 -1.346
11 C -2.250 -0.834 -1.680
12 C -3.599 -0.941 -1.822
13 S -4.258 0.573 -2.270
14 C -2.685 1.258 -2.223
15 N -1.749 0.435 -1.890
16 H -2.381 -3.590 -0.948
17 H -0.591 -5.709 0.019
18 H 1.825 -6.075 0.384
19 H 3.471 -4.331 -0.129
20 H 2.742 -2.106 -1.003
21 H -4.223 -1.814 -1.724
22 H -2.518 2.291 -2.488
23 C 2.691 0.347 1.259
24 C 1.733 1.495 1.595
25 C 1.579 1.637 3.110
26 P 0.200 1.324 0.547
27 C -1.112 0.423 1.538
28 C -0.594 -0.935 2.019
29 C -1.844 1.152 2.666
30 C -0.487 3.068 0.448
31 C -0.332 3.963 1.677
32 C 0.125 3.773 -0.766
33 H 3.682 0.546 1.675
34 H 2.783 0.235 0.177
35 H 2.334 -0.600 1.669
36 H 2.179 2.416 1.199
37 H 1.260 0.698 3.562
38 H 0.868 2.413 3.386
39 H 2.549 1.896 3.545
40 H -1.853 0.231 0.754
41 H -0.008 -0.835 2.934
42 H 0.032 -1.416 1.267
43 H -1.433 -1.600 2.240
44 H -1.166 1.452 3.465
45 H -2.588 0.473 3.097
46 H -2.372 2.031 2.295
47 H -1.555 2.916 0.251
48 H 0.722 4.143 1.896
49 H -0.812 3.548 2.563
50 H -0.789 4.935 1.471
51 H 1.199 3.919 -0.632
52 H -0.334 4.756 -0.912
53 H -0.009 3.188 -1.674
54 Se 2.301 0.632 -6.805
55 Sb 1.034 -0.323 -4.895
56 Se 1.933 1.151 -2.905
57 Se 1.603 -2.674 -4.467
58 Se -1.347 -0.103 -5.488

=====

[2]
Entry from the Open Molecules 2025 dataset: a structure of composition C19H28CoO7P2S2Se (ωB97M-V with the def2-TZVPD basis set).

The spin multiplicity is 2. The value obtained for the LUMO energy (spin up / spin down) is 3.84 / 3.83 eV. Its charge is -2. As for the expectation value of S²: 0.771.

Positions of all 60 atoms, in Å:
1 Co 0.295 0.785 -0.149
2 C -0.204 5.024 -1.297
3 C -1.069 3.878 -0.857
4 C -1.705 3.084 -1.805
5 C -2.400 1.936 -1.444
6 C -2.949 0.999 -2.480
7 C -2.505 1.629 -0.086
8 C -1.889 2.411 0.887
9 C -2.055 2.103 2.352
10 C -1.153 3.524 0.484
11 H 0.746 4.625 -1.658
12 H -0.004 5.715 -0.476
13 H -0.667 5.580 -2.114
14 H -1.577 3.310 -2.857
15 H -2.165 0.291 -2.762
16 H -3.254 1.538 -3.377
17 H -3.791 0.420 -2.100
18 H -3.072 0.756 0.213
19 H -1.090 2.039 2.860
20 H -2.577 1.160 2.496
21 H -2.637 2.885 2.847
22 H -0.643 4.126 1.231
23 C 2.442 0.810 2.739
24 P 2.131 0.377 0.988
25 C 3.615 1.001 0.157
26 C 2.237 -1.433 0.916
27 C 3.434 -2.137 0.960
28 C 3.423 -3.512 0.767
29 C 2.228 -4.177 0.531
30 C 1.018 -3.494 0.503
31 C 1.033 -2.117 0.698
32 P -0.478 -1.105 0.744
33 C -1.819 -1.934 -0.095
34 C -0.923 -1.273 2.515
35 H 3.383 0.370 3.074
36 H 1.635 0.436 3.368
37 H 2.492 1.895 2.845
38 H 4.527 0.656 0.648
39 H 3.578 2.091 0.157
40 H 3.582 0.668 -0.883
41 H 4.375 -1.619 1.110
42 H 4.357 -4.062 0.777
43 H 2.222 -5.243 0.339
44 H 0.095 -4.043 0.300
45 H -1.914 -2.977 0.221
46 H -1.602 -1.963 -1.164
47 H -2.754 -1.406 0.094
48 H -0.980 -2.339 2.741
49 H -1.896 -0.825 2.708
50 H -0.181 -0.807 3.163
51 O 2.582 0.460 -2.996
52 Se 1.094 0.988 -2.673
53 O 0.168 -0.164 -1.882
54 O 1.166 2.049 -1.346
55 O 0.319 1.657 -3.914
56 O -1.398 -5.296 -0.149
57 S -1.523 -4.978 -1.607
58 O -1.217 -6.146 -2.436
59 O -0.621 -3.835 -1.888
60 S -3.460 -4.392 -1.939

=====

[3]
Entry from the Open Molecules 2025 dataset: a structure of composition C19H28DyN4S2 (ωB97M-V with the def2-TZVPD basis set).

The spin multiplicity is 6. The value obtained for the LUMO energy (spin up / spin down) is -11.89 / -11.42 eV. Its charge is +3. As for the expectation value of S²: 9.077.

Positions of all 54 atoms, in Å:
1 Dy -0.046 -0.213 -0.237
2 S -1.278 2.147 -0.623
3 S -0.964 -2.756 -0.654
4 C -3.092 2.256 -0.776
5 C -0.798 2.279 -2.406
6 C -1.176 1.064 -3.240
7 N -0.544 -0.164 -2.661
8 C -1.128 -1.416 -3.224
9 C -0.594 -2.630 -2.480
10 H 0.288 2.456 -2.422
11 H -1.316 3.170 -2.774
12 H -0.827 1.198 -4.279
13 H -2.262 0.909 -3.267
14 H -0.844 -1.501 -4.287
15 H -2.221 -1.344 -3.176
16 H 0.505 -2.658 -2.539
17 H -1.000 -3.550 -2.908
18 C -2.809 -2.593 -0.603
19 H 0.428 -0.141 -2.992
20 H -3.179 -1.751 -1.202
21 H -3.094 -2.449 0.446
22 H -3.246 -3.534 -0.963
23 H -3.487 2.233 0.246
24 H -3.500 1.412 -1.344
25 H -3.365 3.211 -1.241
26 C 4.988 0.084 -2.088
27 C 5.186 0.070 -0.762
28 H 4.958 1.024 -2.657
29 H 4.899 -0.847 -2.665
30 H 5.350 0.998 -0.198
31 H 5.234 -0.867 -0.194
32 C -2.025 -2.709 4.730
33 C -2.439 -1.370 4.672
34 C -1.833 -0.489 3.774
35 C -0.818 -0.983 2.936
36 C -0.435 -2.339 2.945
37 C -1.032 -3.198 3.864
38 N -0.122 -0.129 2.051
39 N 0.324 1.011 2.618
40 C 1.335 1.589 1.863
41 C 2.098 2.650 2.380
42 C 3.022 3.255 1.545
43 C 3.136 2.844 0.204
44 C 2.401 1.770 -0.254
45 N 1.561 1.108 0.593
46 H -2.467 -3.379 5.470
47 H -3.230 -1.001 5.321
48 H -2.109 0.564 3.701
49 H 0.369 -2.657 2.268
50 H -0.720 -4.241 3.904
51 H 1.904 2.912 3.421
52 H 3.671 4.051 1.911
53 H 3.824 3.314 -0.498
54 H 2.516 1.328 -1.248

=====

[4]
Entry from the Open Molecules 2025 dataset: a structure of composition C19H28F9N2O4P3Ti (ωB97M-V with the def2-TZVPD basis set).

The spin multiplicity is 4. The value obtained for the LUMO energy (spin up / spin down) is 2.50 / 0.93 eV. Its charge is -1. As for the expectation value of S²: 3.773.

Positions of all 66 atoms, in Å:
1 Ti 0.469 -0.085 0.102
2 C 0.003 3.918 -1.340
3 C 0.711 2.614 -1.121
4 O 0.025 1.640 -0.766
5 C 2.116 2.550 -1.308
6 C 2.975 1.518 -1.027
7 C 4.431 1.599 -1.339
8 N 2.516 0.390 -0.430
9 N 3.434 -0.501 -0.131
10 C 2.844 -1.545 0.498
11 O 1.617 -1.561 0.730
12 C 3.657 -2.690 0.940
13 C 3.026 -3.766 1.562
14 C 3.776 -4.850 1.984
15 C 5.151 -4.869 1.789
16 C 5.780 -3.799 1.165
17 C 5.036 -2.712 0.739
18 H 0.341 4.671 -0.627
19 H 0.186 4.312 -2.341
20 H -1.066 3.771 -1.216
21 H 2.561 3.444 -1.732
22 H 4.659 2.551 -1.819
23 H 5.034 1.499 -0.437
24 H 4.726 0.786 -2.000
25 H 1.953 -3.744 1.697
26 H 3.279 -5.685 2.461
27 H 5.734 -5.720 2.119
28 H 6.851 -3.813 1.006
29 H 5.512 -1.874 0.249
30 C -3.023 1.130 -3.185
31 P -3.066 0.576 -1.430
32 C -4.579 -0.462 -1.451
33 C -3.782 2.129 -0.684
34 C -3.779 2.077 0.832
35 P -2.176 1.546 1.595
36 C -1.351 3.085 2.107
37 C -2.790 0.744 3.102
38 H -3.922 1.668 -3.499
39 H -2.904 0.252 -3.822
40 H -2.149 1.763 -3.346
41 H -5.410 -0.016 -2.006
42 H -4.890 -0.642 -0.420
43 H -4.337 -1.439 -1.867
44 H -4.813 2.283 -1.030
45 H -3.211 2.984 -1.057
46 H -4.528 1.361 1.186
47 H -4.065 3.043 1.272
48 H -1.456 3.245 3.182
49 H -1.770 3.945 1.581
50 H -0.287 2.990 1.876
51 H -3.574 1.347 3.571
52 H -1.963 0.608 3.794
53 H -3.189 -0.234 2.838
54 F 1.012 0.109 -3.019
55 C 0.644 -0.868 -2.093
56 F -0.493 -1.403 -2.638
57 F 1.602 -1.853 -2.288
58 O -0.316 0.451 1.907
59 O 0.898 1.072 1.670
60 F -1.354 -1.303 0.096
61 P -1.965 -2.853 0.570
62 F -0.694 -3.514 -0.142
63 F -3.194 -2.049 1.257
64 F -1.125 -2.697 1.936
65 F -2.775 -2.869 -0.815
66 F -2.561 -4.254 1.008

=====

Relative energy (zero: lowest compared OMol25 entry of this formula, charge and spin) for every record listed, in sequence, given in kcal/mol: 11.7, 54.9, 0.0, 29.1.